Model P:
{
  "formula": "C2H7N3S",
  "method": "ωB97M-V/def2-TZVPD",
  "species": ["C", "N", "N", "C", "N", "S", "H", "H", "H", "H", "H", "H", "H"],
  "xyz": [[0.96737, 1.29657, 0.22839], [1.08042, -0.01357, -0.20219], [2.49225, -0.35156, -0.17590], [0.30747, -1.02649, 0.08244], [-0.98297, -0.99376, 0.26393], [-1.99073, 0.32270, -0.17969], [1.68098, 2.13510, -0.24496], [-0.01429, 1.67642, 0.41827], [1.19950, 1.03593, 1.38435], [2.92988, 0.17266, 0.61962], [2.82390, -0.11135, -1.06942], [0.72744, -2.02231, 0.36740], [-3.27266, -0.15784, 0.33388]],
  "total_charge": 0,
  "homo_lumo_gap_ev": 8.690,
  "smiles": "CN(N)/C=N\\S",
  "e_homo_ha": -0.2915
}

***

Model Q:
{
  "formula": "C2H7N3S",
  "method": "ωB97M-V/def2-TZVPD",
  "species": ["H", "N", "C", "C", "N", "N", "S", "H", "H", "H", "H", "H", "H"],
  "xyz": [[2.15745, -1.50772, -0.16554], [1.15422, -1.70421, -0.20819], [0.43480, -0.70792, -0.04030], [0.62978, 0.55962, 0.53240], [0.68718, 1.65696, -0.35967], [-1.04244, -0.96096, -0.17802], [-2.48023, 0.09044, -0.11686], [1.64661, 0.49566, 0.78223], [-0.02053, 0.79332, 1.39859], [-0.25358, 1.84272, -0.92595], [1.72181, 1.85686, -0.92843], [-1.34743, -1.79338, -0.75104], [-3.28765, -0.62139, 0.96079]],
  "total_charge": 0,
  "homo_lumo_gap_ev": 9.619,
  "smiles": "[H]/N=C(\\CN)NS",
  "e_homo_ha": -0.3302
}

***

Most stable pick: model Q. Distance to second place: 9.4 kcal/mol.

***

Model P:
{
  "formula": "C5H20O5",
  "method": "ωB97M-V/def2-TZVPD",
  "species": ["C", "O", "H", "H", "H", "H", "C", "O", "H", "H", "H", "H", "C", "O", "H", "H", "H", "H", "C", "O", "H", "H", "H", "H", "C", "O", "H", "H", "H", "H"],
  "xyz": [[3.75111, 1.42771, -0.85161], [3.68794, 2.12980, 0.35721], [3.81940, 0.34862, -0.71372], [2.88261, 1.66113, -1.46750], [4.64863, 1.71679, -1.39841], [3.40243, 3.02567, 0.16358], [0.86559, -0.78581, 0.11748], [-0.46563, -1.21614, -0.02691], [1.25249, -0.61979, -0.88793], [0.84864, 0.16217, 0.65520], [1.44090, -1.44472, 0.76782], [-0.51913, -1.94093, -0.65413], [-1.71771, -4.07460, -1.67212], [-0.68482, -3.22041, -1.91462], [-1.37520, -5.08345, -1.90237], [-2.12852, -3.98686, -0.66632], [-2.59110, -3.81584, -2.27072], [-0.28439, -3.38438, -2.77158], [0.25209, 3.14308, 1.31573], [0.44944, 4.54815, 1.46951], [0.93881, 2.63939, 1.99603], [-0.76037, 2.76734, 1.46351], [0.59632, 2.90562, 0.30914], [-0.07319, 4.92408, 2.18165], [-3.24244, -0.30501, 1.33831], [-2.94271, -0.11240, -0.04768], [-2.69096, 0.45066, 1.89771], [-4.29945, -0.13148, 1.54009], [-3.00429, -1.25813, 1.81048], [-2.05648, -0.47027, -0.13778]],
  "total_charge": 0,
  "homo_lumo_gap_ev": 10.006,
  "smiles": "CO.CO.CO.CO.CO",
  "e_homo_ha": -0.3514
}

***

Model Q:
{
  "formula": "C5H20O5",
  "method": "ωB97M-V/def2-TZVPD",
  "species": ["C", "O", "H", "H", "H", "H", "C", "O", "H", "H", "H", "H", "C", "O", "H", "H", "H", "H", "C", "O", "H", "H", "H", "H", "C", "O", "H", "H", "H", "H"],
  "xyz": [[17.99985, -2.15776, -7.02440], [18.46978, -1.93053, -8.29792], [18.08065, -3.15192, -6.58482], [18.40108, -1.36760, -6.38977], [16.94513, -1.88923, -6.96460], [19.41627, -2.09096, -8.29349], [18.06175, 8.65370, -9.98332], [18.91670, 9.77031, -9.66807], [18.53125, 7.71298, -10.27093], [17.62576, 8.32752, -9.03906], [17.36896, 8.81390, -10.80946], [19.23857, 10.00607, -10.54125], [13.20648, 0.00662, -16.96352], [12.99052, -1.39143, -16.76515], [12.97488, 0.32364, -17.98036], [12.55983, 0.42982, -16.19485], [14.25663, 0.27032, -16.83807], [12.97111, -1.41439, -15.80562], [18.38396, 1.80830, -12.93994], [17.56765, 2.59100, -12.15207], [19.07006, 1.16764, -12.38594], [17.74462, 1.07516, -13.43172], [18.88929, 2.52569, -13.58653], [16.91702, 2.11619, -11.62972], [19.80760, -1.25425, -17.78307], [20.98105, -1.66725, -18.48303], [18.92592, -1.57672, -18.33693], [19.81647, -1.76556, -16.82047], [19.88056, -0.20389, -17.50107], [20.73706, -2.08506, -19.31218]],
  "total_charge": 0,
  "homo_lumo_gap_ev": 10.701,
  "smiles": "CO.CO.CO.CO.CO",
  "e_homo_ha": -0.3766
}

***

Model R:
{
  "formula": "C5H20O5",
  "method": "ωB97M-V/def2-TZVPD",
  "species": ["C", "O", "H", "H", "H", "H", "C", "O", "H", "H", "H", "H", "C", "O", "H", "H", "H", "H", "C", "O", "H", "H", "H", "H", "C", "O", "H", "H", "H", "H"],
  "xyz": [[-2.40245, 2.67337, -0.15781], [-1.28510, 3.44463, -0.49238], [-3.27459, 3.12155, -0.63507], [-2.33388, 1.63695, -0.52768], [-2.56908, 2.62986, 0.92768], [-0.50436, 2.98459, -0.15788], [1.95327, 2.50106, 0.43990], [0.72237, 2.31724, 1.12642], [2.36248, 1.55217, 0.08342], [1.78513, 3.11402, -0.45539], [2.65409, 3.01520, 1.09146], [0.51402, 1.36917, 1.11127], [-0.17605, -0.79470, -0.67566], [0.01873, -0.33344, 0.64576], [0.80180, -0.80305, -1.15237], [-0.57115, -1.81240, -0.68573], [-0.84073, -0.12340, -1.22693], [-0.78031, -0.48837, 1.16926], [3.51682, -2.93247, -1.66500], [4.25936, -1.80516, -1.20667], [3.91184, -3.30933, -2.60824], [3.62354, -3.69154, -0.89529], [2.45758, -2.67866, -1.75947], [4.30177, -1.15887, -1.91657], [-3.00343, -2.07454, 1.45371], [-2.51557, -0.80646, 1.89539], [-4.04937, -2.02778, 1.14309], [-2.39150, -2.40422, 0.62056], [-2.93804, -2.81694, 2.25595], [-3.24719, -0.29848, 2.25429]],
  "total_charge": 0,
  "homo_lumo_gap_ev": 10.095,
  "smiles": "CO.CO.CO.CO.CO",
  "e_homo_ha": -0.3531
}

***

Model S:
{
  "formula": "C5H20O5",
  "method": "ωB97M-V/def2-TZVPD",
  "species": ["C", "O", "H", "H", "H", "H", "C", "O", "H", "H", "H", "H", "C", "O", "H", "H", "H", "H", "C", "O", "H", "H", "H", "H", "C", "O", "H", "H", "H", "H"],
  "xyz": [[5.50966, 20.10632, 11.35537], [4.14026, 20.39653, 11.04820], [6.02859, 20.86611, 11.93977], [5.57493, 19.21867, 11.98461], [6.19807, 19.94768, 10.52530], [3.63527, 19.63294, 11.33718], [4.48653, 21.78582, 7.74100], [4.14326, 22.30930, 8.93248], [4.06487, 22.31251, 6.88490], [5.57187, 21.87754, 7.69940], [4.17642, 20.74243, 7.68384], [4.21563, 21.55416, 9.52080], [3.24628, 22.14970, 13.91786], [4.06552, 22.64159, 12.86867], [3.55157, 22.48199, 14.91008], [2.18121, 22.38016, 13.89343], [3.33157, 21.06312, 13.93127], [3.92150, 22.04043, 12.13418], [-0.66309, 19.76250, 14.14391], [-1.26418, 20.07687, 15.39010], [-0.01514, 18.90557, 14.32815], [-1.40210, 19.63111, 13.35353], [0.00368, 20.55605, 13.80656], [-0.55482, 19.95455, 16.02527], [1.07444, 23.18448, 17.53945], [1.81279, 22.17260, 18.16829], [1.55094, 23.49318, 16.60898], [0.01843, 22.91561, 17.56500], [1.02368, 24.09389, 18.13818], [2.68479, 22.51446, 18.37888]],
  "total_charge": 0,
  "homo_lumo_gap_ev": 10.004,
  "smiles": "CO.CO.CO.CO.CO",
  "e_homo_ha": -0.3601
}

***

Most stable pick: model R. Distance to second place: 12.2 kcal/mol.

***

Model P:
{
  "formula": "C5H20O5",
  "method": "ωB97M-V/def2-TZVPD",
  "species": ["C", "O", "H", "H", "H", "H", "C", "O", "H", "H", "H", "H", "C", "O", "H", "H", "H", "H", "C", "O", "H", "H", "H", "H", "C", "O", "H", "H", "H", "H"],
  "xyz": [[5.45743, -0.92329, -0.48467], [6.79465, -0.53566, -0.22092], [5.30560, -1.98724, -0.25956], [4.74871, -0.32677, 0.08743], [5.24819, -0.81495, -1.55039], [6.81425, -0.10108, 0.63342], [-0.41619, -0.10065, 2.78431], [0.64268, 0.57739, 2.13074], [-1.29969, 0.53931, 2.84128], [-0.69527, -1.01092, 2.24104], [-0.05991, -0.39027, 3.77030], [0.61892, 0.34728, 1.19368], [1.14483, -0.38919, -1.43774], [0.04776, -0.36408, -0.52260], [1.17510, 0.48948, -2.07765], [2.07981, -0.44557, -0.86961], [1.13209, -1.31580, -2.02096], [-0.62114, 0.25102, -0.85779], [-3.52600, -0.41329, 0.87136], [-4.09612, -1.70864, 0.97599], [-4.16684, 0.19601, 0.24015], [-3.40729, 0.07343, 1.84374], [-2.54268, -0.46236, 0.39366], [-3.40459, -2.31715, 1.24777], [-3.10356, 2.06781, -1.66006], [-1.95754, 1.19656, -1.79172], [-4.01111, 1.49636, -1.85336], [-3.10821, 2.37938, -0.61934], [-3.02972, 2.93790, -2.30688], [-1.76416, 1.05497, -2.72163]],
  "total_charge": 0,
  "homo_lumo_gap_ev": 10.217,
  "smiles": "CO.CO.CO.CO.CO",
  "e_homo_ha": -0.3600
}

***

Model Q:
{
  "formula": "C5H20O5",
  "method": "ωB97M-V/def2-TZVPD",
  "species": ["C", "O", "H", "H", "H", "H", "C", "O", "H", "H", "H", "H", "C", "O", "H", "H", "H", "H", "C", "O", "H", "H", "H", "H", "C", "O", "H", "H", "H", "H"],
  "xyz": [[-0.74672, -1.73659, 2.80674], [-0.00764, -2.03296, 1.61801], [-1.71970, -2.21995, 2.71847], [-0.17909, -2.15161, 3.63959], [-0.85330, -0.66319, 2.96337], [0.31210, -2.93084, 1.73289], [0.41201, 0.03362, 0.49683], [-0.84739, -0.56487, 0.17254], [0.29631, 1.07054, 0.81227], [1.02436, -0.40584, 1.28423], [0.92753, -0.01119, -0.46251], [-1.12774, -1.01733, 0.97147], [-1.34852, 1.94114, 1.72532], [-2.34597, 1.90403, 2.78324], [-0.45354, 1.46251, 2.12287], [-1.79648, 1.49794, 0.83593], [-1.01311, 2.96303, 1.54831], [-1.98143, 2.16956, 3.63071], [2.56503, 0.10714, -2.77844], [2.11307, -0.37931, -4.01669], [3.51528, -0.29532, -2.42752], [2.65752, 1.19247, -2.73835], [1.81630, 0.01530, -1.99162], [2.50629, -1.25178, -4.09268], [-0.47971, 0.33917, -2.56837], [-1.41935, 0.01257, -1.55955], [0.10148, 1.23446, -2.34757], [0.15044, -0.54513, -2.66328], [-1.08493, 0.63824, -3.42416], [-0.99311, -0.37583, -0.79205]],
  "total_charge": 0,
  "homo_lumo_gap_ev": 8.256,
  "e_homo_ha": -0.2943
}

***

Model R:
{
  "formula": "C5H20O5",
  "method": "ωB97M-V/def2-TZVPD",
  "species": ["C", "O", "H", "H", "H", "H", "C", "O", "H", "H", "H", "H", "C", "O", "H", "H", "H", "H", "C", "O", "H", "H", "H", "H", "C", "O", "H", "H", "H", "H"],
  "xyz": [[-2.46535, -0.18186, -1.97541], [-1.86140, -0.85430, -3.06319], [-2.20849, 0.87790, -1.96805], [-3.53895, -0.30981, -2.08722], [-2.17668, -0.61407, -1.00797], [-0.92249, -0.64067, -3.02521], [0.54501, -1.54387, -2.31844], [0.47436, -0.99714, -3.62797], [1.40891, -2.21747, -2.20386], [0.67693, -0.71863, -1.62005], [-0.35190, -2.10273, -2.03555], [-0.04640, -1.58975, -4.17729], [-0.48858, 0.56632, 1.95197], [-0.18904, 0.54028, 0.56528], [0.42012, 0.42053, 2.55310], [-0.93206, 1.52284, 2.20163], [-1.17907, -0.23580, 2.24786], [0.22308, -0.31106, 0.37017], [1.44661, 3.87370, 1.67822], [1.57732, 4.41959, 0.39335], [0.70760, 3.07350, 1.66735], [2.38218, 3.46466, 2.07369], [1.08909, 4.61843, 2.40855], [2.48615, 4.70072, 0.27211], [0.33129, -2.58954, 2.12122], [0.55152, -2.36692, 0.73703], [0.68209, -3.56430, 2.46074], [0.82092, -1.81468, 2.71701], [-0.74267, -2.52269, 2.27501], [1.27991, -2.90318, 0.41592]],
  "total_charge": 0,
  "homo_lumo_gap_ev": 10.036,
  "smiles": "CO.CO.CO.CO.CO",
  "e_homo_ha": -0.3502
}

***

Most stable pick: model P. Distance to second place: 15.8 kcal/mol.

***

Model P:
{
  "formula": "C9H14NO",
  "method": "ωB97M-V/def2-TZVPD",
  "species": ["C", "C", "C", "C", "C", "C", "C", "C", "C", "N", "O", "H", "H", "H", "H", "H", "H", "H", "H", "H", "H", "H", "H", "H", "H"],
  "xyz": [[-1.13747, 1.10960, 0.46813], [-0.93820, 0.64829, 1.88752], [-1.97644, -1.19580, -0.19223], [-1.64022, -1.67873, 1.19545], [2.02277, 1.07076, -1.52605], [2.19336, 1.06975, 0.00284], [-1.00911, -0.04663, -0.54567], [-0.99586, -0.69181, 2.10222], [0.53300, -0.49535, -0.53525], [1.16367, -0.07434, -1.79356], [1.43361, -0.10316, 0.41948], [-1.00924, 2.14914, 0.34423], [-0.49268, 1.26512, 2.66128], [-1.70800, -2.07008, -0.81713], [-3.05544, -0.88172, -0.22296], [-2.39265, -2.11793, 1.74359], [-0.82648, -2.44056, 1.05499], [1.44173, 1.98741, -1.75593], [2.96799, 1.25914, -2.00367], [3.22840, 0.89057, 0.30631], [1.91898, 2.00384, 0.44909], [-1.18520, 0.20835, -1.55699], [-0.80697, -1.02764, 3.08847], [0.52182, 0.08795, -2.56235], [1.74863, -0.92617, -2.21182]],
  "total_charge": 1,
  "homo_lumo_gap_ev": [6.370, 8.949],
  "e_homo_ha": [-0.4069, -0.4667]
}

***

Model Q:
{
  "formula": "C9H14NO",
  "method": "ωB97M-V/def2-TZVPD",
  "species": ["C", "C", "C", "C", "C", "C", "C", "C", "C", "N", "O", "H", "H", "H", "H", "H", "H", "H", "H", "H", "H", "H", "H", "H", "H"],
  "xyz": [[-1.23516, -2.07677, -0.18873], [-1.02206, -0.82560, -0.32537], [-1.85169, -3.25507, -0.03160], [2.32355, -0.63866, -0.21116], [-2.57516, 1.00887, 0.21108], [-1.53247, 1.91839, -0.19929], [-0.60819, 1.28174, -1.24610], [3.44303, -0.56372, 0.71399], [1.09391, 0.22940, 0.25169], [0.07145, 0.01685, -0.75356], [2.13989, -1.19939, -1.26835], [-2.23134, -3.58881, -0.98056], [-2.01038, -3.92762, 0.79205], [-3.35638, 0.77896, -0.53788], [-2.57417, 0.54779, 1.17773], [-2.08033, 2.69920, -0.68680], [-0.86159, 2.29544, 0.61564], [-1.30842, 0.99374, -1.98416], [0.01763, 2.18587, -1.42293], [4.35050, -0.97817, 0.25866], [3.27095, 0.48900, 1.10181], [3.10191, -1.13983, 1.64718], [1.26091, 1.37062, 0.21865], [0.70968, -0.01747, 1.26181], [0.77140, -0.45179, -1.39844]],
  "total_charge": 1,
  "homo_lumo_gap_ev": [7.535, 8.154],
  "e_homo_ha": [-0.4407, -0.4482]
}

***

Most stable pick: model P. Distance to second place: 30.1 kcal/mol.